DFT (ωB97M-V/def2-TZVPD) results for C16H21NO5 in the gas phase.

Structure (XYZ):
```
43
Properties=species:S:1:pos:R:3
C 3.799 -0.321 5.372
C 4.171 -1.554 4.559
C 2.939 -2.333 4.119
O 2.208 -1.539 3.188
C 1.007 -2.007 2.825
O 0.547 -3.044 3.244
C 0.316 -1.117 1.866
C 0.870 0.086 1.437
C 0.193 0.895 0.547
C -1.056 0.505 0.066
N -1.795 1.269 -0.839
C -1.406 2.373 -1.537
O -0.357 2.954 -1.374
C -2.430 2.846 -2.565
C -3.053 1.710 -3.391
C -2.025 0.621 -3.650
O -2.162 -0.526 -3.308
O -0.963 1.107 -4.278
C 0.154 0.232 -4.465
C 0.980 0.121 -3.191
C -1.612 -0.703 0.492
C -0.933 -1.504 1.383
H 3.149 0.328 4.791
H 4.691 0.237 5.646
H 3.278 -0.607 6.283
H 4.728 -1.255 3.669
H 4.802 -2.218 5.151
H 3.218 -3.276 3.636
H 2.292 -2.568 4.972
H 1.838 0.387 1.806
H 0.624 1.825 0.217
H -2.685 0.856 -1.083
H -1.901 3.539 -3.220
H -3.213 3.403 -2.046
H -3.909 1.257 -2.889
H -3.392 2.107 -4.349
H 0.730 0.687 -5.272
H -0.213 -0.752 -4.773
H 1.226 1.113 -2.819
H 1.898 -0.421 -3.399
H 0.424 -0.413 -2.424
H -2.574 -1.012 0.109
H -1.351 -2.440 1.719
```

Computed properties:
- HOMO (eV) = -8.75
- SMILES string = CCCOC(=O)c1ccc(NC(=O)CCC(=O)OCC)cc1
- energy relative to the best compared isomer or geometry (same formula, charge and spin) (kJ/mol) = 22.51
- gap between HOMO and LUMO (eV) = 9.32

***

DFT (ωB97M-V/def2-TZVPD) results for a molecular structure, C16H21O3Ru at a distorted geometry.

Structure (XYZ):
```
41
Properties=species:S:1:pos:R:3
Ru 0.480 -0.160 0.039
C 0.662 -1.655 1.403
C -0.765 -1.532 1.351
C -1.194 -1.817 0.028
H -1.406 -1.311 2.201
C -0.044 -2.148 -0.766
C 1.104 -2.083 0.085
H 2.102 -2.409 -0.177
H 1.275 -1.539 2.285
H -2.226 -1.802 -0.322
H -0.054 -2.424 -1.819
C 1.476 1.745 0.738
C 2.258 0.557 0.458
C 2.180 0.338 -0.982
H 2.918 0.071 1.154
C 1.443 1.428 -1.539
C 1.074 2.297 -0.499
H 0.460 3.183 -0.617
H 1.365 2.186 1.724
H 2.650 -0.454 -1.548
H 1.350 1.635 -2.599
O -0.498 0.548 -2.240
C -0.967 0.199 -4.201
C -2.190 0.421 -3.501
C -0.352 -1.127 -4.271
C -0.186 1.334 -4.688
C -1.907 0.751 -2.105
H -2.803 -0.478 -3.567
H -2.801 1.192 -3.988
H -2.115 1.777 -1.787
H -2.328 0.008 -1.411
H -0.656 -1.643 -5.201
H -0.592 -1.795 -3.446
H 0.731 -1.007 -4.345
H -0.453 1.569 -5.734
H 0.866 1.058 -4.691
H -0.347 2.241 -4.111
O -0.749 1.205 2.653
C -1.635 1.664 1.893
O -1.694 1.464 0.636
H -2.464 2.253 2.347
```

Computed properties:
- HOMO (spin up / spin down) (eV) = 2.66 / -0.07
- total charge = -2
- spin multiplicity = 6
- ⟨S²⟩ = 8.793
- gap between HOMO and LUMO (spin up / spin down) (eV) = 3.10 / 5.74

***

DFT (ωB97M-V/def2-TZVPD) results for a molecular structure, C16H22AgN5O3PS2.

Structure (XYZ):
```
50
Properties=species:S:1:pos:R:3
Ag 1.274 0.206 -0.498
C 0.041 -4.186 -1.194
C 0.249 -2.714 -1.421
N 1.339 -2.110 -1.074
N 2.337 -2.876 -0.624
C 3.209 -2.367 0.209
N 4.406 -3.048 0.291
S 3.016 -0.999 1.220
C -0.770 -1.920 -2.110
C -1.849 -2.512 -2.776
C -2.751 -1.708 -3.451
C -2.562 -0.335 -3.456
C -1.474 0.173 -2.757
N -0.619 -0.587 -2.094
H 0.688 -4.512 -0.384
H 0.303 -4.767 -2.084
H -0.997 -4.400 -0.934
H 4.406 -3.975 -0.106
H 4.895 -2.926 1.159
H -1.967 -3.587 -2.775
H -3.594 -2.149 -3.970
H -3.233 0.329 -3.984
H -1.278 1.241 -2.711
S 1.286 2.367 -2.197
C 1.563 3.216 -0.741
C 1.537 4.630 -0.666
C 1.756 5.256 0.537
C 2.009 4.486 1.676
C 2.026 3.113 1.525
N 1.811 2.488 0.371
H 1.334 5.193 -1.567
H 1.743 6.339 0.604
H 2.187 4.941 2.641
H 2.232 2.469 2.378
C 0.247 0.319 3.471
O -0.933 0.147 2.690
P -0.905 0.399 1.061
O -2.331 -0.354 0.780
C -2.372 -1.760 0.974
O -1.437 1.911 0.927
C -2.600 2.371 1.608
H 0.152 -0.324 4.346
H 0.340 1.358 3.799
H 1.139 0.038 2.912
H -3.169 -2.157 0.345
H -2.578 -1.994 2.021
H -1.423 -2.229 0.693
H -2.459 3.431 1.811
H -2.747 1.838 2.548
H -3.480 2.235 0.978
```

Computed properties:
- HOMO (eV) = -3.74
- total charge = -1
- energy relative to the best compared isomer or geometry (same formula, charge and spin) (kJ/mol) = 0.00
- gap between HOMO and LUMO (eV) = 6.59